Record 1
91
Properties=species:S:1:pos:R:3:forces:R:3 method="wB97M-V/def2-TZVPD" gap_ha="0.23141 / 0.19505" lumo_ev="-6.55 / -8.09" charge=+2 de_lowest_ev=0.601 s_squared=6.033 energy_ha=-4024.9536 multiplicity=5
Pt 0.465650 0.310521 -0.234131 0.19 0.50 -0.35
S 1.009820 -2.157337 -0.800124 -0.04 -0.16 0.16
C 0.566232 -2.259691 -2.416649 -0.08 0.19 -0.04
N 0.827062 -3.291165 -3.178967 -0.04 -0.28 -0.15
C 0.404212 -3.309430 -4.588318 0.02 -0.05 0.15
C 0.578060 -1.937387 -5.161474 -0.05 0.12 0.02
N -0.176664 -0.975526 -4.336451 0.13 0.05 -0.37
C -0.859264 0.102966 -5.096578 -0.05 -0.11 0.01
C -2.026870 -0.456693 -5.869156 0.01 0.00 0.01
C -1.971095 -0.528886 -7.255544 -0.02 0.00 -0.04
C -3.040417 -1.054222 -7.971573 0.03 0.00 0.00
C -4.162834 -1.513703 -7.300465 -0.01 0.01 0.01
C -4.222218 -1.445111 -5.912725 0.01 0.00 0.01
C -3.158658 -0.916222 -5.198607 -0.02 -0.02 0.00
C -0.223384 -1.117646 -3.045960 0.03 -0.12 0.26
S -1.166151 -0.140460 -2.028757 0.01 0.01 -0.03
C 1.551432 -4.501780 -2.722067 0.04 0.10 -0.09
C 2.889167 -4.597799 -3.413377 -0.03 0.00 0.03
C 3.183211 -5.682253 -4.228802 0.02 -0.02 -0.03
C 4.417432 -5.762481 -4.864780 -0.04 -0.01 0.01
C 5.352768 -4.754771 -4.691170 0.01 0.01 0.00
C 5.060793 -3.665876 -3.876508 -0.01 0.00 0.01
C 3.834116 -3.588900 -3.236766 0.03 0.03 0.00
H -0.633353 -3.644094 -4.656003 -0.02 -0.01 0.01
H 1.039755 -4.016271 -5.116362 0.03 -0.03 0.02
H 0.178107 -1.895943 -6.171468 -0.04 0.02 -0.01
H 1.629568 -1.642913 -5.179553 0.02 0.03 0.01
H -0.114684 0.515247 -5.777596 0.05 -0.01 0.01
H -1.157677 0.874718 -4.394742 0.00 0.02 0.08
H -1.099297 -0.156749 -7.784593 -0.03 -0.01 0.02
H -2.995440 -1.099220 -9.052114 0.00 0.01 0.03
H -4.998587 -1.916807 -7.857689 0.03 0.00 0.02
H -5.103178 -1.795008 -5.389843 0.02 0.02 -0.02
H -3.218231 -0.847750 -4.116614 0.01 0.00 -0.03
H 0.924585 -5.360266 -2.966846 -0.02 0.01 -0.01
H 1.655075 -4.452053 -1.643258 -0.03 0.03 0.07
H 2.453636 -6.474429 -4.362593 0.03 0.02 0.01
H 4.645047 -6.613575 -5.493393 -0.01 0.02 0.02
H 6.312851 -4.817180 -5.186819 -0.02 0.00 0.02
H 5.796347 -2.884662 -3.732772 -0.02 -0.02 -0.01
H 3.615006 -2.746747 -2.585630 0.01 -0.03 -0.02
N -1.770413 1.224951 0.796790 0.44 -0.02 -0.03
C -1.417481 1.730620 2.096422 -0.17 -0.04 -0.13
C -2.017413 2.875157 2.598798 -0.03 -0.02 0.09
C -1.789202 3.241853 3.915660 -0.02 0.04 0.04
C -1.001668 2.448737 4.743067 0.00 -0.01 0.01
C -0.369392 1.330003 4.226906 0.02 0.07 -0.03
C -0.521081 1.000119 2.878123 0.01 -0.01 -0.04
P 0.458691 -0.300919 2.093519 -0.16 -0.10 0.28
C 2.164632 -0.165553 2.659810 -0.02 0.01 -0.01
C 2.640208 0.899357 3.423069 0.09 0.08 -0.08
C 3.975312 0.932579 3.809163 -0.05 0.02 -0.01
C 4.837742 -0.080931 3.420664 0.04 -0.04 0.00
C 4.373326 -1.133271 2.635249 0.02 0.04 0.00
C 3.045030 -1.173974 2.251911 -0.01 -0.01 0.03
C -0.189265 -1.876504 2.691137 -0.03 0.02 -0.22
C 0.415917 -2.585637 3.724867 -0.02 -0.03 0.06
C -0.205266 -3.720766 4.232961 0.06 0.05 -0.01
C -1.418205 -4.146212 3.713532 -0.03 -0.01 -0.02
C -2.017408 -3.447882 2.670595 0.02 -0.01 0.01
C -1.402755 -2.318660 2.159521 0.02 -0.03 -0.08
H -2.452030 0.477941 0.885902 0.02 -0.03 -0.07
H -2.159118 1.943056 0.193609 0.06 0.04 0.04
H -2.694213 3.452585 1.979170 0.02 -0.03 0.02
H -2.262407 4.131794 4.310666 0.02 -0.03 0.00
H -0.870611 2.713002 5.784357 0.00 -0.02 -0.04
H 0.267994 0.726779 4.862375 -0.04 0.02 0.00
H 1.983004 1.708438 3.711863 0.05 -0.01 0.00
H 4.341448 1.755844 4.410152 -0.01 -0.02 -0.01
H 5.875917 -0.051771 3.727315 -0.03 0.00 -0.01
H 5.048995 -1.920575 2.327131 -0.01 0.01 0.01
H 2.687607 -1.998042 1.643280 0.01 -0.01 0.02
H 1.360320 -2.259303 4.140829 -0.01 0.02 0.01
H 0.262177 -4.270436 5.039693 -0.01 0.02 -0.02
H -1.899512 -5.027173 4.118716 0.02 0.02 -0.01
H -2.957923 -3.788691 2.257526 0.02 0.02 0.01
H -1.859908 -1.789552 1.328750 0.01 0.00 0.01
S 2.924390 0.427977 -0.881423 -0.32 0.04 0.18
C 3.064398 1.959861 -0.154317 -0.10 0.13 -0.02
C 4.221393 2.263049 0.595507 0.06 -0.04 -0.07
C 4.299347 3.423884 1.311862 0.21 0.07 0.22
C 5.452804 3.661919 2.140902 -0.06 0.11 -0.09
N 6.376980 3.848301 2.798144 -0.12 -0.10 -0.03
C 3.219608 4.354587 1.293591 0.06 0.15 0.16
C 2.110872 4.118089 0.522202 -0.04 -0.14 -0.14
C 1.997880 2.930219 -0.231451 0.21 -0.06 0.11
S 0.636123 2.657925 -1.232457 -0.33 -0.32 0.26
C 3.259868 5.526608 2.129269 0.02 -0.07 -0.07
N 3.248772 6.445018 2.819790 0.02 -0.09 -0.08
H 5.030111 1.545876 0.647545 -0.03 -0.01 -0.03
H 1.307106 4.841105 0.499886 -0.02 -0.03 0.00



Record 2
91
Properties=species:S:1:pos:R:3:forces:R:3 method="wB97M-V/def2-TZVPD" gap_ha="0.17813 / 0.17628" lumo_ev="-4.07 / -4.47" charge=+1 de_lowest_ev=3.463 energy_ha=-2458.9445 multiplicity=1
Pb 0.243334 1.408343 -1.049877 0.44 -0.37 0.11
C 3.799596 7.174175 0.190488 -0.19 -1.06 0.43
C 2.697305 7.537316 0.917084 -1.52 0.50 1.11
C 1.743986 6.600273 1.401951 -0.08 0.30 0.26
C 1.924780 5.250394 1.123910 0.53 1.32 -0.51
C 1.050558 4.059433 1.125492 1.12 -0.48 -0.76
N -0.065521 3.978534 1.795529 -1.07 -0.73 1.06
C -0.739958 2.823679 1.915604 0.29 -0.73 -1.52
C -1.610896 2.466536 3.015956 -1.03 -1.94 -0.10
C -1.897657 3.142749 4.146359 0.76 1.48 0.40
C -2.765487 2.573448 5.059364 0.16 -1.28 -0.31
C -3.286167 1.293654 4.909085 0.18 -0.03 -1.39
C -2.971615 0.545508 3.741672 -0.36 0.39 0.25
C -2.159089 1.149226 2.808064 1.53 2.01 -1.08
C -1.509304 0.736435 1.482890 -1.03 0.47 2.38
N -1.717382 -0.469208 1.133768 -0.87 -0.97 0.30
C -1.063064 -1.407545 0.437463 -0.35 -1.06 -1.22
N 0.023028 -1.081779 -0.200379 0.54 0.02 0.50
C 0.861874 -2.002921 -0.809451 -1.43 -1.08 0.69
N 2.062087 -1.667238 -1.217069 1.94 -0.08 -0.71
C 2.864436 -0.625904 -1.171761 -0.94 -0.13 -0.15
N 2.496400 0.681332 -0.844434 1.14 0.76 0.72
C 3.624067 1.461528 -0.784138 0.01 -1.43 -1.34
N 3.827732 2.757366 -0.507206 -0.28 -0.02 0.00
C 2.903058 3.479434 0.042248 -0.46 0.46 0.25
N 1.646436 3.081100 0.391512 -0.65 -0.37 0.17
C 3.083147 4.899480 0.415463 -0.55 -0.31 -0.08
C 4.004165 5.811697 -0.030181 0.61 -0.30 -1.51
C 4.769667 0.663556 -1.239303 1.28 -1.60 0.81
C 6.173582 0.907205 -1.239649 -0.27 0.21 -0.30
C 7.090860 -0.123359 -1.507438 -1.86 -0.20 0.13
C 6.574811 -1.402286 -1.840464 0.49 1.09 -0.04
C 5.214428 -1.641168 -1.863940 -0.26 -0.57 0.25
C 4.311446 -0.667519 -1.442572 0.20 1.44 -0.40
C 0.418958 -3.390792 -0.920250 -0.39 1.49 -0.09
C 1.036978 -4.189840 -1.874830 1.62 -0.05 -0.32
C 0.628975 -5.472228 -2.181480 -0.14 0.74 -0.39
C -0.600417 -5.862153 -1.600685 -0.99 0.05 1.75
C -1.239613 -5.199542 -0.591145 0.01 0.13 -0.79
C -0.690964 -3.922605 0.006134 0.96 0.58 -1.19
N -0.738465 1.787137 1.023123 0.19 -0.14 0.10
H 4.490781 7.879571 -0.200952 0.33 0.56 -0.24
H 2.454704 8.586309 1.144239 0.41 -0.46 -0.25
H 0.885285 6.992412 1.971552 0.41 -0.42 -0.43
H -1.365399 4.097257 4.285631 -0.66 -0.35 0.28
H -2.954984 3.070164 5.945936 -0.52 1.08 1.61
H -3.995663 0.876147 5.615743 0.25 0.12 0.09
H -3.436734 -0.427035 3.592220 0.34 0.17 -0.12
H 4.747304 5.488372 -0.785172 -0.17 0.10 0.92
H 6.553213 1.918288 -1.084014 -0.22 -0.25 0.18
H 8.149386 0.056000 -1.429257 0.13 0.04 -0.17
H 7.259138 -2.187964 -2.132860 -0.03 -0.04 0.06
H 4.895672 -2.621025 -2.186698 -0.30 -0.10 0.18
H 1.921773 -3.708259 -2.331479 -0.60 -0.56 0.05
H 1.092645 -6.097412 -2.957733 -0.09 0.47 0.51
H -1.096424 -6.760173 -1.860963 -0.10 -0.90 -0.66
H -2.201630 -5.613006 -0.255343 0.53 0.40 0.14
C -2.866930 -2.713209 -0.794364 -0.96 0.68 -0.14
C -4.040155 -3.337467 -0.449126 2.84 -0.11 0.81
C -3.945333 -3.631002 1.004936 1.55 -0.21 -0.32
C -2.723252 -3.297977 1.501310 0.32 0.23 -1.41
C -1.770448 -2.829956 0.278660 -1.38 1.08 2.03
C 0.117968 -4.320351 1.285064 0.22 -0.93 -1.83
C -2.427204 -3.308536 2.972247 0.40 0.14 0.13
C -5.115413 -4.131586 1.749576 -0.65 0.05 -0.03
C -4.986851 -4.049941 -1.343539 -0.71 1.47 -1.56
C -2.780865 -1.789928 -1.989288 -1.18 -1.50 -0.22
H 0.700032 -3.534305 1.726984 -0.29 0.67 0.52
H 0.879389 -5.036176 0.918917 -0.45 0.06 0.36
H -0.615761 -4.827503 1.867238 0.02 -0.27 1.20
H -3.071096 -2.528375 3.381850 0.23 -0.01 0.41
H -1.386563 -3.161236 3.346396 -0.77 0.08 -0.72
H -2.772003 -4.253086 3.375373 -0.02 -0.23 0.34
H -4.886220 -4.439908 2.764108 -0.13 0.09 0.09
H -5.685265 -4.920237 1.254712 0.49 -0.35 -0.14
H -5.855663 -3.336072 1.726711 -0.18 0.38 0.57
H -6.038496 -3.679848 -1.269943 0.68 -0.36 -0.16
H -4.966859 -5.082129 -1.055355 -0.15 -0.68 0.17
H -4.640066 -4.012653 -2.424797 -0.55 0.12 1.28
H -2.338260 -2.407984 -2.754636 0.07 0.14 -1.05
H -2.115321 -0.944673 -1.866442 -0.19 0.33 0.24
H -3.859410 -1.516804 -2.248178 1.78 -0.03 0.02
C 0.172449 3.555363 -4.600103 -0.58 -0.79 0.20
C -0.242939 4.176745 -3.295881 0.40 -0.53 2.36
N -0.805574 5.409305 -3.260404 0.45 -1.27 0.61
O -0.070977 3.553432 -2.199855 -0.34 1.76 -2.10
H 1.159069 3.054872 -4.528953 -0.34 0.85 0.03
H 0.091120 4.302568 -5.396966 0.18 -0.61 -0.12
H -0.505288 2.667333 -4.742914 0.28 1.07 -0.21
H -0.957860 5.925203 -4.101392 -0.15 0.35 -0.09
H -1.069118 5.753022 -2.329701 0.12 -0.06 -0.91



Q: Which of these has the lowest charge?
A: C44H36N9OPb